# 1
{
  "formula": "C3H7O5",
  "method": "ωB97M-V/def2-TZVPD",
  "symbols": ["C", "O", "C", "O", "C", "O", "O", "O", "H", "H", "H", "H", "H", "H", "H"],
  "positions_angstrom": [[1.51972, -1.87918, 1.90319], [1.54829, -0.51635, 1.46220], [0.65284, -0.23576, 0.46595], [0.65188, 1.17210, 0.15144], [-0.26205, 1.67062, -0.79093], [-1.41263, 2.12454, -0.30533], [-4.05456, 0.99658, -2.85159], [-3.18523, 0.65795, -3.69172], [2.03554, -1.88454, 2.87970], [0.46154, -2.19284, 2.01678], [2.00971, -2.56644, 1.18731], [0.92899, -0.74485, -0.46743], [-0.34620, -0.63393, 0.69810], [-0.44677, 2.77958, -0.83750], [-0.10106, 1.25253, -1.82017]],
  "atomic_forces_ev_per_a": [[-0.42, 0.41, -0.04], [0.48, 0.32, 0.52], [-0.73, -0.19, -1.98], [-0.01, -0.10, 0.47], [1.29, -1.67, 0.65], [-2.19, -1.55, 0.32], [2.84, -1.10, -2.73], [-2.82, 1.11, 2.75], [-0.28, -0.15, -0.58], [0.49, -0.01, 0.14], [-0.09, 0.38, 0.25], [0.26, -0.19, -0.15], [-0.20, 0.52, 0.37], [2.04, 2.16, -0.76], [-0.66, 0.07, 0.76]],
  "lowdin_charge": [-0.078, -0.136, -0.277, -0.048, -0.336, 0.024, 0.005, -0.007, 0.098, 0.091, 0.093, 0.132, 0.134, 0.147, 0.158],
  "spin_multiplicity": 2,
  "s_squared": 1.763,
  "e_above_lowest_kj_mol": 115.9,
  "e_lumo_ev": [-0.3, -1.0],
  "homo_lumo_gap_ev": [9.7356, 8.2481]
}

---

# 2
{
  "formula": "C3H7O5Rb",
  "method": "ωB97M-V/def2-TZVPD",
  "symbols": ["O", "C", "C", "O", "C", "O", "O", "H", "H", "H", "H", "H", "H", "Rb", "O", "H"],
  "positions_angstrom": [[1.54855, -0.41575, -0.80397], [0.35346, -0.79658, -0.30658], [-0.67884, 0.31313, -0.20050], [-1.94305, -0.34119, -0.10809], [-3.02307, 0.42027, -0.19711], [-3.02643, 1.61835, -0.34782], [-4.09876, -0.35097, -0.12667], [3.45092, -0.92036, 0.98629], [0.56228, -1.24792, 0.69225], [-0.02684, -1.65929, -0.89727], [-0.66096, 0.95064, -1.09435], [-0.51069, 0.92614, 0.69554], [-4.88739, 0.19629, -0.23653], [4.24406, 1.78666, -1.08559], [4.26390, -0.29300, 1.04405], [4.43287, -0.18640, 1.98635]],
  "atomic_forces_ev_per_a": [[0.45, 0.24, -0.02], [-0.17, -0.20, 0.24], [-0.29, 0.26, -0.11], [0.46, -0.62, 0.20], [-0.46, 1.17, -0.33], [0.18, -0.43, 0.12], [-0.05, -0.42, 0.07], [2.18, 1.57, 0.18], [-0.15, -0.07, -0.24], [0.05, 0.18, 0.12], [0.07, -0.11, 0.24], [-0.07, -0.04, -0.28], [0.10, 0.14, 0.03], [-0.11, -0.26, 0.11], [-2.19, -1.29, -0.39], [0.00, -0.12, 0.05]],
  "lowdin_charge": [-0.008, -0.275, -0.133, 0.038, -0.633, 0.128, 0.172, 0.089, 0.161, 0.167, 0.141, 0.144, 0.145, 0.991, -0.176, 0.047],
  "spin_multiplicity": 2,
  "s_squared": 0.754,
  "e_above_lowest_kj_mol": 0.0,
  "e_lumo_ev": [-3.8, -5.4],
  "homo_lumo_gap_ev": [9.6073, 7.9711],
  "charge": 1
}

---

# 3
{
  "formula": "C3H7O7PS2",
  "method": "ωB97M-V/def2-TZVPD",
  "symbols": ["C", "C", "C", "O", "O", "O", "O", "O", "O", "O", "P", "S", "S", "H", "H", "H", "H", "H", "H", "H"],
  "positions_angstrom": [[-0.23273, 1.73386, 1.64490], [1.91142, -1.68234, -1.38899], [-0.43917, -0.13591, -0.61139], [-3.18897, -0.58926, -0.69691], [-2.27630, -0.22295, 1.69101], [-2.24504, 1.64154, -0.04929], [0.42442, 2.45478, -0.86682], [1.80351, 0.82035, 0.26834], [-0.22831, -2.74000, -0.46829], [1.27227, -1.54740, 1.09924], [-2.30610, 0.15332, 0.25058], [0.42332, 1.28273, 0.04757], [0.57742, -1.54336, -0.14683], [-0.72775, 2.76375, 1.49658], [-1.02602, 0.92819, 1.78503], [0.49661, 1.89033, 2.34677], [1.52729, -1.16250, -2.25844], [2.81231, -1.26167, -1.05114], [1.99263, -2.76389, -1.37679], [-0.57082, -0.01959, -1.71514]],
  "atomic_forces_ev_per_a": [[-3.14, 1.19, -2.35], [-1.56, -0.05, 0.59], [-0.01, 0.57, 1.52], [-0.14, -0.83, 0.05], [0.36, -0.71, 0.79], [0.09, -0.24, 0.30], [-0.58, -1.43, 0.76], [-0.08, 0.28, 0.12], [0.48, 1.25, 0.36], [-0.44, 0.01, 1.41], [-1.58, 0.80, -2.78], [2.25, 2.79, -1.40], [-0.52, -2.31, -2.38], [0.40, -1.85, -0.03], [0.92, 1.04, 1.19], [2.26, -0.45, 1.56], [0.22, -0.52, -0.53], [0.96, 0.88, 0.56], [0.00, -0.13, -0.83], [0.10, -0.29, 1.09]],
  "lowdin_charge": [-0.185, -0.150, -0.428, -0.418, -0.384, -0.426, -0.406, -0.437, -0.388, -0.347, 0.058, 0.602, 0.582, 0.088, 0.009, 0.012, 0.051, 0.023, 0.042, 0.102],
  "e_above_lowest_kj_mol": 92.5,
  "e_lumo_ev": 5.3,
  "smiles": "CS(=O)(=O)C(P(=O)([O-])[O-])S(C)(=O)=O",
  "homo_lumo_gap_ev": 6.2635,
  "charge": -2
}

---

# 4
{
  "formula": "C3H7OP",
  "method": "ωB97M-V/def2-TZVPD",
  "symbols": ["C", "C", "C", "O", "P", "H", "H", "H", "H", "H", "H", "H"],
  "positions_angstrom": [[-0.56259, 0.72438, 1.15113], [-1.32656, 0.42603, -0.21736], [1.14216, -1.28554, -0.42939], [1.49868, 1.81551, -1.38613], [0.44700, 0.37880, -0.32200], [-0.47535, 1.72543, 1.40011], [-0.52519, 0.18581, 2.06209], [-1.81004, -0.55309, -0.21421], [-1.97352, 1.27965, -0.72168], [0.31812, -2.06867, -0.26521], [1.55106, -1.29340, -1.42931], [1.71622, -1.33491, 0.37194]],
  "atomic_forces_ev_per_a": [[0.59, -0.52, -2.28], [-1.38, 1.15, 0.21], [-4.79, -0.20, -2.60], [-3.18, -4.44, 3.35], [2.46, 4.70, -2.83], [-0.05, 2.09, 0.13], [-0.43, -1.28, 0.33], [0.00, 0.28, -0.20], [1.63, -1.85, 1.27], [1.08, 1.13, -0.56], [0.57, -0.53, 0.08], [3.51, -0.55, 3.12]],
  "lowdin_charge": [-0.253, -0.290, -0.202, -0.581, 0.920, 0.038, 0.060, 0.060, 0.126, 0.091, 0.051, -0.021],
  "e_above_lowest_kj_mol": 403.6,
  "e_lumo_ev": 0.3,
  "smiles": "CP1(=O)CC1",
  "homo_lumo_gap_ev": 9.1486
}

---

# 5
{
  "formula": "C3H7OPS2",
  "method": "ωB97M-V/def2-TZVPD",
  "symbols": ["C", "C", "C", "O", "P", "S", "S", "H", "H", "H", "H", "H", "H", "H"],
  "positions_angstrom": [[0.59348, 0.16742, -1.18877], [-0.63596, -0.69816, -1.58512], [0.12118, 0.28073, 2.12242], [0.51239, -2.42240, 2.15472], [0.31794, -1.28664, 1.21808], [1.85709, -0.79564, -0.26765], [-1.31046, -1.63453, -0.14391], [1.06161, 0.58587, -2.14460], [0.31531, 0.98511, -0.58042], [-1.40740, 0.03232, -2.03417], [-0.37316, -1.40407, -2.30349], [1.02961, 0.82287, 2.19231], [-0.59330, 0.93559, 1.70367], [-0.18793, 0.11106, 3.25011]],
  "atomic_forces_ev_per_a": [[0.62, -0.89, -1.90], [-0.81, 2.55, 1.05], [-0.81, -0.90, 2.72], [0.11, 0.62, -0.79], [0.36, -0.45, -0.03], [-1.14, -0.22, 0.48], [0.58, 0.71, 0.16], [-0.46, -0.63, 1.35], [-0.44, 0.96, 0.54], [0.91, -1.31, 0.85], [0.47, -1.15, -1.26], [1.14, 0.27, -0.18], [-0.95, 0.58, -0.63], [0.42, -0.13, -2.37]],
  "lowdin_charge": [-0.614, -0.578, -0.246, -0.424, 0.199, 0.623, 0.636, 0.101, 0.027, 0.104, 0.028, 0.022, 0.016, 0.106],
  "e_above_lowest_kj_mol": 0.0,
  "e_lumo_ev": 0.3,
  "smiles": "CP1(=O)SCCS1",
  "homo_lumo_gap_ev": 9.8008
}

---

# 6
{
  "formula": "C3H7OPS2",
  "method": "ωB97M-V/def2-TZVPD",
  "symbols": ["C", "C", "C", "O", "P", "S", "S", "H", "H", "H", "H", "H", "H", "H"],
  "positions_angstrom": [[-0.64062, 2.81436, -1.67003], [0.10671, 0.05024, -1.01299], [-0.08390, -1.31351, 2.18114], [-0.82860, -1.69261, 1.06055], [-0.19132, -1.80411, -0.40683], [1.85217, -2.05944, -0.25010], [-1.22394, 1.25606, -1.30640], [0.35780, 2.79816, -1.94271], [-1.15221, 3.69536, -1.78942], [0.93144, 0.40368, -0.40460], [0.77587, -0.21245, -1.94013], [-0.82030, -1.20343, 2.99744], [0.55292, -0.46244, 1.99946], [0.36397, -2.26987, 2.48465]],
  "atomic_forces_ev_per_a": [[1.37, -2.65, 0.54], [2.20, -0.62, -1.82], [-0.96, -1.81, 1.74], [-0.89, 0.20, -1.34], [1.09, 1.49, -0.57], [-0.89, -0.53, 0.00], [-1.65, -0.72, 0.40], [1.90, 0.37, -0.50], [-1.78, 1.41, -0.01], [-0.37, 0.63, 0.67], [-1.75, 0.55, 1.01], [0.30, 0.84, -0.41], [0.31, 0.10, 0.20], [1.13, 0.75, 0.09]],
  "lowdin_charge": [-0.382, -0.741, -0.186, -0.509, 0.537, 0.291, 0.767, -0.033, -0.030, -0.013, 0.047, 0.097, 0.075, 0.081],
  "spin_multiplicity": 3,
  "s_squared": 2.013,
  "e_above_lowest_kj_mol": 33.6,
  "e_lumo_ev": [0.7, -2.7],
  "homo_lumo_gap_ev": [7.9309, 6.9242]
}

---

# 7
{
  "formula": "C3H8",
  "method": "ωB97M-V/def2-TZVPD",
  "symbols": ["C", "C", "C", "H", "H", "H", "H", "H", "H", "H", "H"],
  "positions_angstrom": [[-0.47074, -0.40463, -1.10324], [0.64389, 0.05217, -0.15029], [0.03688, 0.33133, 1.22734], [-1.30529, 0.29775, -1.14902], [-0.21750, -0.41410, -2.15872], [-0.67674, -1.43534, -0.76860], [1.52545, -0.63894, -0.24746], [1.10970, 0.96564, -0.42830], [0.67721, 0.75284, 2.03594], [-0.55714, -0.54642, 1.63833], [-0.76572, 1.03970, 1.10401]],
  "atomic_forces_ev_per_a": [[0.65, -0.05, -0.01], [0.44, -0.33, -0.06], [-0.62, -1.32, 1.13], [-0.35, -0.37, 0.82], [0.73, -0.38, -0.12], [-0.78, 0.51, -0.42], [-1.01, 0.11, 0.75], [0.13, 1.13, -0.73], [-0.08, -0.57, -0.76], [1.09, 0.63, -0.33], [-0.20, 0.64, -0.28]],
  "lowdin_charge": [-0.131, -0.329, -0.142, 0.069, 0.058, 0.079, 0.111, 0.074, 0.074, 0.085, 0.052],
  "e_above_lowest_kj_mol": 40.7,
  "e_lumo_ev": 1.3,
  "smiles": "CCC",
  "homo_lumo_gap_ev": 12.5332
}

---

# 8
{
  "formula": "C3H8BNO",
  "method": "ωB97M-V/def2-TZVPD",
  "symbols": ["B", "C", "C", "C", "N", "O", "H", "H", "H", "H", "H", "H", "H", "H"],
  "positions_angstrom": [[-1.10204, 1.50254, 1.21453], [1.47431, -1.07479, 0.08898], [0.49814, -1.06689, -0.98973], [-0.50547, 0.05753, -0.82996], [-0.30054, 0.89112, 0.43489], [-1.99646, 2.22655, 2.03205], [1.09438, -1.08905, 1.31976], [2.41218, -1.77254, 0.07470], [0.91002, -1.05274, -2.07044], [-0.12254, -1.95152, -0.94725], [-0.24919, 0.86663, -1.45317], [-1.56540, -0.23545, -0.97372], [1.99943, -0.27600, -0.18871], [-2.54683, 2.97462, 2.28804]],
  "atomic_forces_ev_per_a": [[-2.30, 2.43, 1.30], [1.72, -3.52, 4.49], [-2.15, -1.89, -1.90], [0.26, 2.05, 1.88], [-1.67, -1.00, 0.11], [2.10, -2.42, -1.02], [0.90, 0.35, -4.09], [-2.24, 0.06, -0.34], [-0.20, 0.08, 1.87], [-0.03, -0.68, -0.22], [-0.09, 0.46, -1.89], [0.72, 0.09, 0.19], [2.22, 4.27, 0.49], [0.78, -0.26, -0.86]],
  "lowdin_charge": [-0.320, -0.172, -0.305, -0.206, 0.093, 0.108, 0.165, 0.099, 0.142, 0.086, 0.085, 0.119, 0.003, 0.103],
  "e_above_lowest_kj_mol": 305.3,
  "e_lumo_ev": 0.3,
  "smiles": "CCC/N=B\\O",
  "homo_lumo_gap_ev": 9.3465
}

---

In a.u., the DFT total energy values for the records above are, in order, -494.3996 -518.5526 -1782.9489 -534.9245 -1331.5185 -1331.3492 -119.0800 -273.8907.